Formula: F8N4NaO16S8
Source: OMol25
Level of theory: ωB97M-V/def2-TZVPD

```
! RIJCOSX wB97M-V def2-TZVPD def2/J DEFGRID3
* xyz -3 1
Na 0.753 0.570 -0.184
N 3.209 4.069 0.240
S 1.903 4.372 -0.577
O 0.791 3.489 -0.309
O 2.133 5.009 -1.851
F 1.398 5.525 0.419
S 3.649 2.814 -0.759
O 4.626 3.131 -1.786
O 2.694 1.761 -0.992
F 4.683 2.029 0.199
N -3.080 2.706 2.720
S -1.685 2.680 1.773
O -1.818 3.427 0.553
O -0.765 1.543 1.716
F -0.866 3.710 2.651
S -3.520 1.217 2.354
O -3.159 0.185 3.293
O -3.682 0.903 0.953
F -5.103 1.500 2.690
N 2.336 -4.315 -0.792
S 1.797 -3.460 0.487
O 1.887 -2.012 0.364
O 2.030 -3.978 1.816
F 0.262 -3.693 0.312
S 3.824 -3.911 -0.742
O 4.532 -4.150 0.504
O 4.286 -2.915 -1.660
F 4.212 -5.301 -1.609
N -2.636 -2.865 -1.331
S -4.108 -2.180 -0.777
O -4.833 -1.179 -1.515
O -3.995 -2.067 0.632
F -5.067 -3.450 -1.030
S -2.044 -1.521 -1.795
O -1.634 -0.555 -0.784
O -2.424 -0.972 -3.089
F -0.585 -2.116 -2.095
*
```

Computed properties:
* Kohn-Sham gap: 8.4 eV
* E_HOMO: -0.100 hartree
* calculated total energy: -151557.875 eV
* LUMO energy: 5.669 eV
* energy relative to the best compared isomer or geometry (same formula, charge and spin): 68.6 kcal per mole

Atom charges from the Löwdin analysis, given in e for atoms 1 to 2:
1 Na 0.561
2 N -0.253